Arrangement w

Here is 2 unconnected molecules or ions with the total composition C2H9NS from the Open Molecules 2025 dataset. Energies are from the ωB97M-V functional and the def2-TZVPD basis.

Geometry (Å):
S  -1.952  1.737  1.931
H  -1.454  2.591  2.788
C  1.551  -0.266  -0.218
N  0.201  0.016  -0.845
C  -0.848  -0.891  -0.346
H  2.053  0.698  -0.302
H  1.420  -0.340  0.862
H  2.028  -1.181  -0.532
H  0.387  -0.134  -1.834
H  0.041  1.022  -0.808
H  -0.487  -1.915  -0.407
H  -1.766  -0.799  -0.919
H  -1.174  -0.538  0.631

Properties
- HOMO energy (eV) = -6.02
- total charge = 0

Arrangement x

Here is 2 unconnected molecules or ions with the total composition C2H9NS from the Open Molecules 2025 dataset. Energies are from the ωB97M-V functional and the def2-TZVPD basis.

Geometry (Å):
C  2.453  -0.313  -0.155
N  1.327  0.051  -1.018
H  2.803  -1.299  -0.452
H  2.197  -0.311  0.906
H  3.213  0.467  -0.223
H  1.542  0.379  -1.948
H  0.683  -0.714  -1.109
C  -2.698  0.298  1.047
S  -2.112  -0.259  -0.585
H  -2.762  1.379  1.090
H  -1.959  -0.031  1.773
H  -3.640  -0.231  1.163
H  -1.047  0.583  -0.488

Properties
- HOMO energy (eV) = -8.83
- SMILES = CN.CS
- total charge = 0

Most stable structure: arrangement x

Arrangement w

Here is 3 unconnected molecules or ions with the total composition C2H9NS from the Open Molecules 2025 dataset. Energies are from the ωB97M-V functional and the def2-TZVPD basis.

Geometry (Å):
H  -3.313  1.320  1.873
H  -3.141  1.484  2.591
C  -0.257  0.614  0.597
C  0.267  1.348  -0.532
S  -0.711  -0.179  -1.011
H  0.280  -0.156  1.146
H  -1.082  1.218  1.164
H  1.341  1.278  -0.750
H  -0.162  2.163  -1.042
N  1.975  -2.356  -0.997
H  1.537  -3.051  -0.466
H  1.674  -2.232  -1.932
H  1.593  -1.450  -0.640

Properties
- HOMO energy (eV) = -8.81
- SMILES = [H][H].C1CS1.N
- total charge = 0

Arrangement x

Here is 2 unconnected molecules or ions with the total composition C2H9NS from the Open Molecules 2025 dataset. Energies are from the ωB97M-V functional and the def2-TZVPD basis.

Geometry (Å):
C  1.425  -0.353  1.217
C  0.762  -0.083  -0.134
N  0.875  -1.185  -1.084
H  1.721  0.476  1.844
H  2.317  -0.977  1.032
H  0.817  -1.052  1.786
H  1.085  0.860  -0.583
H  -0.308  0.059  0.017
H  1.749  -1.671  -1.014
H  0.090  -1.798  -0.991
S  -3.481  1.385  -0.290
H  -2.755  1.905  -1.295
H  -4.298  2.434  -0.505

Properties
- HOMO energy (eV) = -9.16
- SMILES = CCN.S
- total charge = 0

Most stable structure: arrangement x

Arrangement w

Here is 3 unconnected molecules or ions with the total composition C3H11NO from the Open Molecules 2025 dataset. Energies are from the ωB97M-V functional and the def2-TZVPD basis.

Geometry (Å):
C  -0.943  -0.520  -0.503
C  -1.753  0.276  0.475
N  0.822  0.960  -1.325
H  0.590  1.928  -1.149
H  0.952  0.782  -2.313
H  -1.164  -0.286  -1.534
H  -0.993  -1.598  -0.402
H  -1.656  -0.104  1.491
H  -2.809  0.251  0.185
H  -1.435  1.322  0.472
C  1.440  -0.746  1.115
O  2.419  -0.324  0.391
H  1.635  0.620  -0.748
H  1.494  -1.784  1.501
H  1.085  -0.085  1.936
H  0.315  -0.693  0.408

Properties
- HOMO energy (spin up / spin down) (eV) = -8.28 / -8.33
- total charge = 0

Arrangement x

Here is 2 unconnected molecules or ions with the total composition C3H11NO from the Open Molecules 2025 dataset. Energies are from the ωB97M-V functional and the def2-TZVPD basis.

Geometry (Å):
C  1.520  -0.046  1.677
C  0.518  0.220  0.554
N  0.813  -0.287  -0.774
C  -0.043  0.206  -1.882
H  1.116  0.408  2.578
H  1.560  -1.128  1.855
H  2.533  0.257  1.397
H  -0.448  -0.194  0.849
H  0.310  1.316  0.565
H  1.768  -0.065  -1.018
H  0.157  -0.358  -2.814
H  0.270  1.269  -1.957
H  -1.107  0.141  -1.674
O  -3.298  -0.625  0.428
H  -3.223  -0.830  -0.506
H  -2.446  -0.284  0.722

Properties
- HOMO energy (eV) = -8.82
- SMILES = CCNC.O
- total charge = 0

Most stable structure: arrangement x

Arrangement w

Here is 2 unconnected molecules or ions with the total composition C3H11NO from the Open Molecules 2025 dataset. Energies are from the ωB97M-V functional and the def2-TZVPD basis.

Geometry (Å):
N  -1.194  0.964  -0.474
C  -0.416  1.262  0.661
O  -1.151  1.907  1.716
H  -1.757  0.135  -0.523
H  -0.996  1.430  -1.336
H  0.055  0.399  1.125
H  0.371  1.966  0.355
H  -2.080  1.826  1.480
C  1.285  -1.836  -1.584
C  1.387  -2.024  -0.067
H  0.930  -0.834  -1.806
H  0.577  -2.537  -2.034
H  2.256  -1.960  -2.056
H  0.393  -2.157  0.365
H  1.953  -2.916  0.177
H  1.877  -1.174  0.390

Properties
- HOMO energy (eV) = -9.62
- SMILES = NCO.CC
- total charge = 0

Arrangement x

Here is 3 unconnected molecules or ions with the total composition C3H11NO from the Open Molecules 2025 dataset. Energies are from the ωB97M-V functional and the def2-TZVPD basis.

Geometry (Å):
C  3.699  1.520  -1.354
N  -1.257  0.664  2.985
H  3.895  1.038  -0.406
H  4.198  2.443  -1.595
H  2.953  0.999  -1.940
H  -1.258  0.308  2.037
H  -2.072  1.238  3.175
H  -0.441  1.216  3.183
C  -1.390  -1.002  -0.844
O  -1.200  -1.329  0.409
C  0.062  -0.298  -1.421
H  -2.116  -0.176  -0.870
H  -1.411  -1.946  -1.425
H  0.772  -0.895  -0.858
H  -0.067  0.694  -1.011
H  0.138  -0.370  -2.499

Properties
- HOMO energy (eV) = -6.98
- total charge = 0

Most stable structure: arrangement w

Arrangement w

Here is 2 unconnected molecules or ions with the total composition C3H11NO from the Open Molecules 2025 dataset. Energies are from the ωB97M-V functional and the def2-TZVPD basis.

Geometry (Å):
C  2.333  -1.634  0.541
C  1.425  -0.515  1.146
O  0.030  -0.738  0.954
C  -0.646  -0.196  -0.067
H  3.374  -1.186  0.789
H  2.331  -2.646  0.990
H  2.175  -1.747  -0.509
H  1.770  0.399  0.535
H  1.563  -0.314  2.290
H  -1.788  -0.335  0.097
H  -0.119  -0.447  -0.990
H  -0.631  0.832  0.107
N  -2.803  2.318  -1.555
H  -2.567  1.519  -2.064
H  -3.834  2.479  -1.681
H  -2.613  2.211  -0.583

Properties
- HOMO energy (eV) = -9.54
- SMILES = CCOC.N
- total charge = 0

Arrangement x

Here is 2 unconnected molecules or ions with the total composition C3H11NO from the Open Molecules 2025 dataset. Energies are from the ωB97M-V functional and the def2-TZVPD basis.

Geometry (Å):
C  0.171  -2.514  2.063
O  0.487  -1.231  2.326
H  -0.009  -2.867  1.019
H  0.885  -3.242  2.580
H  -0.793  -2.728  2.659
C  -1.368  1.372  -0.948
N  -0.007  1.046  -0.458
C  1.122  0.983  -1.402
H  -2.111  1.093  -0.198
H  -1.483  2.432  -1.104
H  -1.664  0.874  -1.867
H  0.017  0.142  0.048
H  0.260  1.836  0.140
H  0.911  0.271  -2.214
H  2.011  0.628  -0.842
H  1.572  1.905  -1.802

Properties
- HOMO energy (eV) = -5.29
- total charge = 0

Most stable structure: arrangement w

Arrangement w

Here is 9 unconnected molecules or ions with the total composition H20NO8 from the Open Molecules 2025 dataset. Energies are from the ωB97M-V functional and the def2-TZVPD basis.

Geometry (Å):
N  0.078  -0.551  0.166
H  -0.946  -0.291  -0.020
H  0.533  0.327  0.160
H  0.402  -1.006  -0.618
H  0.167  -1.148  1.087
O  -2.085  1.659  -1.207
H  -1.829  2.197  -1.942
H  -3.154  1.797  -1.060
O  0.575  -1.018  3.682
H  -0.158  -1.024  4.351
H  0.363  -0.272  3.331
O  2.680  -2.485  -0.450
H  3.672  -2.606  -0.244
H  2.434  -2.445  0.522
O  -0.024  1.303  2.487
H  -0.450  1.827  3.042
H  0.700  1.774  2.305
O  2.309  1.994  0.761
H  2.024  2.775  0.238
H  3.293  2.296  0.849
O  -2.806  -0.580  -2.551
H  -2.263  -1.098  -3.203
H  -2.340  0.242  -2.182
O  1.417  0.312  -2.685
H  2.284  0.427  -2.318
H  1.595  0.976  -3.386
O  -2.832  -1.654  0.019
H  -3.045  -1.175  -0.840
H  -2.593  -2.552  -0.295

Properties
- HOMO energy (eV) = -14.16
- total charge = +1

Arrangement x

Here is 9 unconnected molecules or ions with the total composition H20NO8 from the Open Molecules 2025 dataset. Energies are from the ωB97M-V functional and the def2-TZVPD basis.

Geometry (Å):
N  -0.072  0.339  -0.256
H  -0.609  0.813  0.295
H  0.952  0.051  0.017
H  -0.015  1.029  -0.896
H  -0.402  -0.633  -0.294
O  1.875  -1.854  -1.129
H  2.073  -1.263  -1.704
H  2.396  -2.800  -1.623
O  0.307  -1.916  2.057
H  1.190  -2.423  1.932
H  -0.404  -2.611  2.288
O  -2.981  -0.962  0.724
H  -3.044  -0.362  0.070
H  -3.730  -0.690  1.367
O  1.657  2.758  -0.559
H  2.115  2.678  -1.389
H  2.053  2.088  -0.083
O  3.098  0.589  0.825
H  3.927  0.809  0.383
H  3.306  0.565  1.812
O  -2.728  0.674  -1.094
H  -3.449  0.160  -1.574
H  -2.780  1.572  -1.431
O  -0.355  0.636  3.046
H  -1.219  0.872  3.116
H  -0.183  -0.303  2.797
O  -0.717  0.377  -2.966
H  -0.837  -0.455  -3.424
H  -1.424  0.261  -2.312

Properties
- HOMO energy (eV) = -14.01
- total charge = +1

Most stable structure: arrangement w